C20H17N8NaO4SSe | ωB97M-V/def2-TZVPD

ORCA input file:
```
! wB97M-V def2-TZVPD RIJCOSX def2/J DEFGRID3
* xyz 0 1
Na -0.686 1.032 0.803
C 3.581 1.228 -0.200
C 2.191 1.720 0.078
N 1.565 1.560 1.172
N 2.150 0.842 2.171
C 1.473 0.691 3.356
N 2.086 -0.191 4.186
S 0.077 1.490 3.764
C 1.437 2.418 -1.002
C 1.997 2.625 -2.257
C 1.246 3.256 -3.236
C -0.038 3.666 -2.935
C -0.520 3.408 -1.659
N 0.187 2.800 -0.718
H 4.130 1.057 0.724
H 4.141 1.957 -0.783
H 3.542 0.297 -0.768
H 2.734 0.055 1.897
H 2.622 -0.933 3.757
H 1.514 -0.477 4.963
H 2.996 2.284 -2.485
H 1.662 3.416 -4.222
H -0.662 4.160 -3.667
H -1.528 3.697 -1.382
O -5.301 1.147 1.968
C -4.042 1.064 1.505
O -3.155 1.780 1.891
C -3.871 0.019 0.448
C -4.905 -0.775 -0.011
C -4.612 -1.699 -1.011
C -3.323 -1.780 -1.497
C -2.342 -0.948 -0.959
N -2.622 -0.071 -0.003
C -0.878 -1.049 -1.426
O -0.677 -1.765 -2.413
O -0.043 -0.424 -0.720
H -5.305 1.846 2.639
H -5.899 -0.671 0.397
H -5.390 -2.344 -1.399
H -3.031 -2.472 -2.274
Se -1.079 -2.707 2.092
N -0.733 -3.461 0.530
C 0.509 -3.143 0.232
C 1.179 -3.495 -0.977
C 2.464 -3.095 -1.102
C 3.085 -2.328 -0.064
N 2.521 -1.946 1.043
C 1.215 -2.343 1.207
N 0.538 -2.023 2.289
H 0.648 -4.031 -1.749
H 3.034 -3.315 -1.994
H 4.120 -2.024 -0.200
*
```

Summary:
**Relative energy (zero: lowest compared OMol25 entry of this formula, charge and spin)**: 0.000 eV
**Frontier orbital gap**: 0.26720 Eh
**Strongest force on any atom**: 0.67 eV/Å
**Lowest unoccupied orbital energy**: -0.9 eV